Below is a gas-phase ion, C4H7N2 (charge +1), with properties calculated with ωB97M-V with the def2-TZVPD basis set.

Values from the calculation:
Charge: +1
LUMO level (eV): -5.71
Structure (SMILES): [H]/N=C\[N+](=C)C=C
HOMO energy (eV): -15.68
Gap between HOMO and LUMO (hartree): 0.367

```
13
C4H7N2, DFT ωB97M-V with the def2-TZVPD basis set
H -1.65557 -1.91769 0.57422
N -2.30026 -1.24832 0.15406
C -1.84628 -0.10405 0.02373
N -0.37292 0.43037 -0.07866
C -0.02358 1.58370 -0.48698
C 0.50643 -0.35955 0.66300
C 1.42969 -1.08946 0.07812
H -2.45160 0.73159 -0.27482
H -0.81672 2.20760 -0.94453
H 0.93787 1.86610 -0.50116
H 0.14147 -0.36159 1.60353
H 2.03055 -1.71104 0.58960
H 1.57185 -1.03378 -0.91019
```


Below is a gas-phase ion, C4H7N2 (charge +1), with properties calculated with ωB97M-V with the def2-TZVPD basis set.

Values from the calculation:
Charge: +1
LUMO level (eV): -6.12
Structure (SMILES): [H]/N=[N+]1\CCC1=C
HOMO energy (eV): -15.01
Gap between HOMO and LUMO (hartree): 0.327

```
13
C4H7N2, DFT ωB97M-V with the def2-TZVPD basis set
H -2.29412 1.48696 -0.18108
N -1.91125 0.61857 0.02160
N -0.70084 0.48039 0.08540
C 0.79749 1.35538 -0.01737
C 1.32800 -0.09404 0.05335
C -0.04511 -0.71678 0.04370
C -0.74534 -1.88256 0.01391
H 0.82814 2.23638 0.65477
H 0.86414 1.85349 -1.00222
H 1.77715 -0.34364 1.06028
H 2.08806 -0.23776 -0.62481
H -1.88914 -1.99517 -0.09743
H -0.09717 -2.76122 -0.01009
```


Below is a molecular structure, C4H7N2, with properties calculated with ωB97M-V with the def2-TZVPD basis set.

Values from the calculation:
Charge: +1
LUMO level (eV): -5.67
HOMO energy (eV): -14.80
Gap between HOMO and LUMO (hartree): 0.335

```
13
C4H7N2, DFT ωB97M-V with the def2-TZVPD basis set
C -0.25072 -0.70853 -0.01683
C -0.91508 -1.84733 0.10421
C 1.16603 -0.26730 -0.25232
C 1.02626 1.25421 0.17017
N -1.90540 1.08605 -0.11658
N -0.83836 0.58246 0.08249
H -1.82516 -1.82680 0.53745
H -0.31468 -2.66396 -0.19480
H 1.96012 -0.85081 0.43868
H 1.63761 -0.47910 -1.18988
H 1.13897 1.59657 1.14517
H 1.21732 2.00228 -0.49503
H -2.09691 2.12226 -0.21271
```


Below is a gas-phase ion, C4H7N2 (charge +1), with properties calculated with ωB97M-V with the def2-TZVPD basis set.

Values from the calculation:
Charge: +1
LUMO level (alpha / beta) (eV): -6.04 / -6.04
Structure (SMILES): C#C[N+](=C)CN
HOMO energy (alpha / beta) (eV): -13.92 / -13.92
Gap between HOMO and LUMO (alpha / beta) (hartree): 0.290 / 0.290

```
13
C4H7N2, DFT ωB97M-V with the def2-TZVPD basis set
C -0.53038 1.94169 1.42756
C 0.13615 1.05741 0.86675
N 0.76666 0.02342 0.06756
C 2.01781 -0.39870 -0.21516
C -0.31443 -0.62443 -0.72468
N -1.57353 -0.69488 -0.12472
H -0.92357 2.89095 1.89950
H 2.91855 0.03293 0.25585
H 2.15236 -1.20021 -0.91971
H -0.41949 -0.08379 -1.85104
H -0.09840 -1.71028 -0.87601
H -1.85124 -1.09708 0.76519
H -2.28050 -0.13704 -0.57109
```


Results for F_max: 0.105 0.087 0.112 0.085 (in hartree/bohr, following the order of the records).
Results for energy above the lowest of the compared OMol25 structures with the same formula, charge and spin: 4.2297 5.1917 6.0464 5.6942 (in eV, following the order of the records).